Molecular formula: C4H7NO
Method: DFT, ωB97M-V/def2-TZVPD

Last columns: bonded neighbours and bond lengths (Å).
Geometry (Å):
1 C -0.86 1.36 0.57  N2 1.470, H7 1.092, H8 1.091, H9 1.093
2 N -0.36 0.05 0.14  C1 1.470, C3 1.314, C4 1.365
3 C -1.06 -0.66 -0.72  N2 1.314, H10 1.081, H11 1.082
4 C 0.86 -0.39 0.58  N2 1.365, C5 1.432, H12 1.083
5 C 1.71 -1.02 -0.39  C4 1.432, O6 1.221, H13 1.123
6 O 2.79 -1.56 -0.18  C5 1.221
7 H -1.67 1.67 -0.09  C1 1.092
8 H -0.04 2.08 0.52  C1 1.091
9 H -1.23 1.29 1.59  C1 1.093
10 H -0.83 -1.71 -0.83  C3 1.081
11 H -1.84 -0.18 -1.30  C3 1.082
12 H 1.20 -0.06 1.55  C4 1.083
13 H 1.32 -0.89 -1.43  C5 1.123

Values from the calculation:
orbital gap (spin up / spin down): 7.89 / 7.90 eV
energy above the lowest of the compared OMol25 structures with the same formula, charge and spin: 286.2 kJ/mol
electronic energy: -286.52265 hartree